(1)
{"formula": "C6H9N", "method": "the ωB97M-V functional and the def2-TZVPD basis", "smiles": "C1=C[C@@H]2C[C@@H]2NC1", "charge": 0, "homo_ha": -0.297, "symbols": ["C", "C", "C", "C", "C", "N", "C", "H", "H", "H", "H", "H", "H", "H", "H", "H"], "coordinates": [[-1.46296, -0.71626, 0.19430], [-1.08407, -0.16638, -1.00201], [0.25086, 0.33606, -1.31181], [1.34289, -0.29811, -0.87385], [0.84657, 0.88372, 0.01487], [-0.06380, 0.99681, 1.20222], [-0.72668, -0.34037, 1.39819], [-2.18624, -1.43279, 0.28502], [-1.97907, -0.15050, -1.84712], [0.63944, 0.84537, -2.18818], [1.51738, -1.41115, -0.79523], [2.22497, -0.00434, -1.24681], [1.43290, 1.86336, 0.39493], [0.69581, 1.12892, 1.95227], [-1.45206, -0.43246, 2.19331], [0.00407, -1.10190, 1.62990]], "forces_ev_per_a": [[2.81, 2.71, -2.73], [-4.35, -1.59, -1.73], [-3.49, 5.41, -1.54], [3.65, -5.37, 5.68], [0.52, 1.69, 1.65], [1.33, -2.38, 0.72], [0.86, 0.12, 0.58], [-2.42, -1.08, 0.04], [2.80, -0.44, 1.81], [-2.03, 0.70, -0.63], [-1.03, 0.95, 0.91], [3.04, 1.44, -1.78], [-0.29, -2.14, -2.93], [-2.03, -0.45, -0.89], [-0.07, 0.82, 0.66], [0.69, -0.40, 0.19]], "nbo_charge": [-0.202, -0.160, -0.334, -0.421, -0.060, -0.593, -0.286, 0.206, 0.217, 0.232, 0.212, 0.213, 0.231, 0.356, 0.208, 0.181]}

***

(2)
{"formula": "C3H7NO", "method": "the ωB97M-V functional and the def2-TZVPD basis", "charge": 0, "homo_ha": -0.237, "symbols": ["C", "C", "N", "C", "O", "H", "H", "H", "H", "H", "H", "H"], "coordinates": [[-0.75393, 1.05152, 1.22913], [-0.41768, -1.23972, -0.51074], [0.79636, -0.66782, -0.50680], [1.30055, 0.03852, 0.48391], [0.44895, 0.30304, 1.50816], [-1.66546, 0.43979, 1.24439], [-0.74782, 1.58641, 0.27064], [-0.79287, 1.76207, 2.04789], [-0.77511, -1.67281, -1.42404], [-0.83839, -1.45987, 0.45866], [1.34955, -0.71300, -1.35573], [2.27669, 0.50354, 0.40011]], "forces_ev_per_a": [[-0.15, 0.21, 0.04], [0.00, -0.34, -0.05], [-0.08, 0.13, -0.11], [-0.41, 0.37, -0.22], [0.40, -0.14, 0.17], [0.42, -0.07, 0.07], [0.33, -0.16, 0.17], [-0.16, 0.20, -0.03], [0.12, -0.22, -0.05], [-0.17, 0.14, -0.27], [-0.04, -0.01, 0.10], [-0.26, -0.11, 0.17]], "nbo_charge": [-0.264, -0.473, -0.421, 0.163, -0.531, 0.185, 0.183, 0.189, 0.190, 0.196, 0.410, 0.173]}

***

(3)
{"formula": "C4H6O2", "method": "the ωB97M-V functional and the def2-TZVPD basis", "smiles": "C=C=O.CC=O", "charge": 0, "homo_ha": -0.340, "symbols": ["C", "C", "O", "H", "H", "C", "C", "O", "H", "H", "H", "H"], "coordinates": [[2.43481, 0.02903, 0.68384], [2.11289, 0.22384, -0.57018], [1.82052, 0.39149, -1.69101], [3.32169, 0.49241, 1.09395], [1.77005, -0.58309, 1.28031], [-2.12001, 0.34689, -0.18923], [-1.00589, -0.63928, 0.00479], [-0.57732, -0.98368, 1.08071], [-1.76379, 1.18755, -0.79438], [-2.47727, 0.70466, 0.77690], [-2.94368, -0.11705, -0.74381], [-0.57198, -1.05276, -0.93189]], "forces_ev_per_a": [[-0.06, 0.01, -0.10], [-0.03, 0.15, -0.70], [0.19, -0.15, 0.95], [-0.09, -0.05, -0.09], [0.09, 0.07, -0.03], [-0.05, 0.04, 0.11], [-0.02, -0.09, 0.07], [-0.15, 0.11, -0.36], [0.00, -0.10, 0.05], [0.02, -0.01, -0.10], [0.14, 0.01, 0.05], [-0.04, 0.01, 0.15]], "nbo_charge": [-0.792, 0.717, -0.479, 0.263, 0.289, -0.725, 0.444, -0.534, 0.239, 0.233, 0.236, 0.109]}